DFT (wB97M-V/def2-TZVPD) results for 21 unconnected molecules or ions with the total composition C42H63N21.

The molar mass comes out at 862.113 g mol⁻¹. The value obtained for the energy above the lowest of the compared OMol25 structures with the same formula, charge and spin is 85.18 kJ/mol. Its net charge is 0. The orbital gap comes out at 11.2 eV.

The geometry in XYZ format:
```
126
C42H63N21 (wB97M-V/def2-TZVPD)
C -3.004 -2.280 1.794
C -1.802 -2.713 1.063
N -0.876 -3.064 0.493
H -2.664 -1.580 2.590
H -3.516 -3.126 2.325
H -3.693 -1.807 1.111
C 1.703 1.503 4.430
C 0.694 0.613 3.762
N -0.100 -0.097 3.289
H 1.749 2.483 4.013
H 2.710 1.035 4.381
H 1.492 1.649 5.483
C 5.169 -1.215 -2.034
C 4.904 -1.894 -0.732
N 4.675 -2.398 0.271
H 4.682 -0.261 -2.068
H 4.728 -1.891 -2.773
H 6.229 -1.081 -2.179
C -2.828 1.641 3.558
C -2.359 1.189 4.864
N -1.992 0.873 5.899
H -3.471 0.884 3.086
H -2.005 1.807 2.872
H -3.366 2.602 3.706
C 2.908 -6.003 -1.176
C 3.503 -5.390 -2.363
N 3.928 -5.063 -3.400
H 1.908 -5.573 -1.191
H 3.418 -5.561 -0.271
H 3.005 -7.073 -1.165
C 2.527 4.443 0.279
C 1.166 4.020 0.641
N 0.101 3.762 0.948
H 3.170 3.541 0.073
H 3.023 5.030 1.054
H 2.512 5.087 -0.619
C 4.426 0.844 1.593
C 4.636 2.055 2.358
N 4.708 3.023 2.988
H 4.056 0.025 2.208
H 5.417 0.443 1.436
H 3.726 1.014 0.796
C -3.242 4.250 -0.961
C -3.408 4.356 -2.427
N -3.569 4.485 -3.536
H -3.662 3.316 -0.610
H -3.713 5.127 -0.477
H -2.210 4.392 -0.644
C 1.968 -1.747 -5.638
C 3.311 -1.153 -5.842
N 4.284 -0.698 -6.089
H 2.014 -2.395 -4.773
H 1.681 -2.382 -6.459
H 1.258 -0.971 -5.357
C -0.513 -6.381 0.688
C -1.996 -6.353 0.864
N -3.130 -6.322 0.858
H 0.024 -6.679 1.580
H -0.230 -5.385 0.397
H -0.264 -7.140 -0.041
C -0.387 -2.513 -2.419
C -0.155 -3.998 -2.342
N 0.145 -5.102 -2.385
H -0.311 -2.082 -3.465
H 0.400 -2.019 -1.891
H -1.330 -2.288 -1.882
C -6.413 0.060 1.477
C -5.374 0.061 0.467
N -4.461 0.081 -0.215
H -6.919 -0.904 1.445
H -7.110 0.888 1.254
H -6.077 0.253 2.491
C -0.025 6.157 -3.483
C -0.079 4.778 -3.003
N -0.114 3.793 -2.393
H 0.890 6.394 -3.978
H 0.045 6.801 -2.562
H -0.937 6.425 -4.022
C -6.626 -6.338 1.291
C -6.709 -4.915 1.379
N -6.721 -3.777 1.447
H -5.862 -6.639 1.963
H -6.460 -6.635 0.247
H -7.517 -6.791 1.662
C -5.896 5.841 3.824
C -5.937 5.111 2.546
N -5.909 4.528 1.536
H -5.879 6.961 3.651
H -5.050 5.507 4.418
H -6.797 5.557 4.401
C 7.775 4.015 -3.480
C 6.767 3.027 -3.014
N 5.965 2.286 -2.696
H 7.911 4.805 -2.733
H 7.420 4.532 -4.315
H 8.720 3.492 -3.693
C 2.644 2.348 -4.017
C 2.898 3.790 -4.115
N 2.950 4.942 -4.199
H 1.928 2.184 -3.189
H 3.532 1.762 -3.931
H 2.129 2.065 -4.952
C -2.542 1.755 -4.833
C -1.167 1.344 -5.166
N -0.108 1.044 -5.450
H -2.693 2.758 -5.199
H -2.629 1.619 -3.744
H -3.276 1.106 -5.236
C 2.167 -3.497 2.906
C 2.710 -2.352 3.632
N 3.162 -1.424 4.119
H 1.745 -4.280 3.534
H 2.990 -3.954 2.381
H 1.375 -3.180 2.264
C -0.170 -2.883 6.859
C 0.072 -4.336 7.042
N 0.077 -5.482 7.093
H -0.508 -2.396 7.805
H -0.943 -2.762 6.056
H 0.765 -2.409 6.552
C -0.760 0.893 -0.381
C 0.639 0.741 -0.578
N 1.757 0.594 -0.739
H -1.247 1.580 -1.107
H -0.998 1.340 0.606
H -1.279 -0.078 -0.462
```

***

DFT (wB97M-V/def2-TZVPD) results for a molecular structure, C42H64BrF7O2SSi2.

The molar mass comes out at 902.101 g mol⁻¹. Its net charge is 0. The orbital gap comes out at 9.6 eV.

The geometry in XYZ format:
```
119
C42H64BrF7O2SSi2 (wB97M-V/def2-TZVPD)
C -2.786 -1.429 4.094
C -1.266 -1.638 4.534
C -0.430 -0.286 4.641
C 0.580 -0.264 3.392
C -0.269 0.031 2.078
C -0.134 -1.111 0.975
Si 0.492 -0.414 -0.713
C 0.007 -1.703 -2.022
C 0.092 -3.221 -1.480
C 0.991 -4.100 -2.478
C 1.648 -5.348 -1.731
C 2.685 -4.926 -0.604
C 3.981 -5.820 -0.522
C 5.186 -5.336 -1.429
C 5.656 -3.847 -1.172
C 6.722 -3.684 -0.007
C 6.906 -2.101 0.196
O 8.244 -1.753 0.572
C 8.420 -0.331 0.341
O -0.269 1.123 -0.872
Si -0.093 1.872 -2.408
S -1.999 1.610 -3.446
Br 1.562 1.051 -3.718
C 0.065 3.763 -2.051
C -1.303 4.553 -2.223
C 1.230 4.474 -2.871
C 2.488 4.858 -1.940
C 3.869 4.252 -2.455
C 2.436 -0.297 -0.489
F 2.783 -0.993 0.695
F 3.130 -0.962 -1.514
C 2.981 1.173 -0.302
F 4.295 1.067 0.189
F 2.214 1.960 0.539
H -3.031 -0.367 3.817
H -2.935 -2.038 3.145
H -3.524 -1.823 4.850
H -0.776 -2.343 3.801
H -1.276 -2.111 5.565
H -1.131 0.577 4.485
H 0.213 -0.206 5.558
H 1.247 0.633 3.560
H 1.232 -1.176 3.332
H 0.045 1.038 1.678
H -1.371 0.126 2.317
H -1.156 -1.567 0.764
H 0.503 -1.985 1.319
H -1.066 -1.557 -2.369
H 0.630 -1.689 -2.961
H 0.594 -3.301 -0.479
H -0.928 -3.696 -1.468
H 1.853 -3.491 -2.877
H 0.326 -4.510 -3.300
H 2.077 -6.105 -2.452
H 0.782 -5.878 -1.217
H 2.145 -5.055 0.387
H 2.884 -3.820 -0.697
H 3.801 -6.910 -0.777
H 4.367 -5.830 0.548
H 6.068 -6.007 -1.174
H 5.010 -5.500 -2.537
H 6.164 -3.475 -2.117
H 4.824 -3.121 -0.959
H 7.700 -4.197 -0.203
H 6.234 -4.052 0.950
H 6.161 -1.745 0.979
H 6.629 -1.639 -0.803
H 9.109 0.097 1.128
H 7.438 0.226 0.354
H 8.842 -0.190 -0.703
H -2.944 2.108 -2.554
H 0.334 3.848 -0.949
H -1.155 5.553 -1.702
H -1.566 4.778 -3.288
H -2.125 4.038 -1.646
H 1.538 3.945 -3.813
H 0.811 5.477 -3.205
H 2.608 5.986 -1.961
H 2.326 4.588 -0.861
H 4.640 5.083 -2.389
H 3.817 3.856 -3.503
H 4.231 3.477 -1.707
H 3.067 1.711 -1.282
F -9.306 1.020 -4.110
C -8.172 0.944 -3.396
C -8.232 1.020 -2.015
C -7.058 0.935 -1.276
C -5.837 0.786 -1.927
C -5.790 0.716 -3.316
C -6.964 0.790 -4.056
H -9.191 1.144 -1.527
H -7.094 0.986 -0.194
H -4.921 0.724 -1.350
H -4.836 0.604 -3.822
H -6.947 0.728 -5.137
F -3.527 -2.151 7.325
C -3.310 -3.402 7.765
C -4.036 -4.449 7.223
C -3.806 -5.743 7.675
C -2.862 -5.973 8.671
C -2.143 -4.912 9.210
C -2.363 -3.619 8.752
H -4.773 -4.248 6.455
H -4.363 -6.570 7.253
H -2.687 -6.982 9.025
H -1.410 -5.092 9.988
H -1.806 -2.782 9.154
F -1.347 7.109 -4.025
C -2.502 7.783 -3.878
C -2.531 9.143 -4.138
C -3.725 9.839 -3.990
C -4.872 9.170 -3.575
C -4.829 7.805 -3.312
C -3.638 7.105 -3.469
H -1.626 9.648 -4.453
H -3.761 10.902 -4.198
H -5.802 9.715 -3.456
H -5.722 7.286 -2.984
H -3.588 6.041 -3.277
```

***

Record order is preserved below.
Lowest unoccupied orbital energy: 0.0396; 0.2143 eV